The following is a quantum chemistry calculation of a cluster of 5 separate species, C24H29ClN2O6 in total at a distorted geometry, from OMol25.

Last columns: bonded neighbours and bond lengths (Å).
Geometry (Å):
1 H 12.641 -2.663 7.083  C34 1.056
2 H 13.216 4.926 5.097  C38 1.169
3 N 14.314 -0.089 10.641  C24 1.478, C43 1.345, C53 1.410
4 H 10.456 -1.338 5.135  O20 0.914
5 H 5.859 -0.194 4.630  C39 1.131
6 C 14.110 1.995 11.433  N31 1.415, C53 1.399, H60 1.145
7 H 12.430 8.235 6.592  O27 1.038
8 C 6.331 -1.247 2.919  C33 1.361, O35 1.383, C39 1.468
9 H 15.398 -3.305 10.665  C13 1.136
10 O 9.759 3.060 7.363  H29 1.053, C32 1.359
11 O 15.519 -6.186 7.647  H30 0.937, C40 1.394
12 H 17.199 -4.303 6.750  C19 0.958
13 C 15.643 -2.198 10.728  H9 1.136, H16 1.197, C24 1.562, H25 1.070
14 H 13.703 -2.011 11.416  C24 0.985
15 C 15.984 -2.685 6.565  C17 1.471, C19 1.446, H52 1.134
16 H 16.344 -1.735 11.580  C13 1.197
17 C 14.597 -2.211 6.685  C15 1.471, C34 1.425, O37 1.398
18 H 8.445 -0.421 5.366  C28 0.892
19 C 16.278 -4.068 6.870  H12 0.958, C15 1.446, C40 1.314
20 O 10.167 -1.982 4.555  H4 0.914, C49 1.340
21 H 13.246 -0.610 6.250  O37 1.145
22 H 13.021 -5.275 7.376  C58 1.215
23 H 11.752 3.152 5.754  C47 1.104
24 C 14.217 -1.562 10.706  N3 1.478, C13 1.562, H14 0.985, H26 1.243
25 H 16.317 -1.784 10.007  C13 1.070
26 H 13.716 -2.078 9.692  C24 1.243
27 O 13.065 7.454 6.340  H7 1.038, C42 1.364
28 C 7.992 -0.793 4.693  H18 0.892, C39 1.312, C49 1.479
29 H 10.307 2.255 6.963  O10 1.053
30 H 16.377 -6.475 7.406  O11 0.937
31 N 13.318 1.898 10.264  C6 1.415, C43 1.334, C56 1.435
32 C 10.440 4.190 7.038  O10 1.359, C47 1.342, C62 1.434
33 C 7.130 -2.140 2.273  C8 1.361, H51 1.002, C59 1.526
34 C 13.579 -3.146 7.031  H1 1.056, C17 1.425, C58 1.414
35 O 5.018 -1.027 2.544  C8 1.383, H48 0.935
36 H 15.277 0.738 12.619  C53 1.088
37 O 14.337 -0.849 6.504  C17 1.398, H21 1.145
38 C 12.392 5.137 5.899  H2 1.169, C42 1.475, C47 1.389
39 C 6.780 -0.691 4.201  H5 1.131, C8 1.468, C28 1.312
40 C 15.304 -4.874 7.228  O11 1.394, C19 1.314, C58 1.417
41 H 10.999 7.504 7.937  C54 1.007
42 C 12.245 6.405 6.638  O27 1.364, C38 1.475, C54 1.400
43 C 13.414 0.611 9.927  N3 1.345, N31 1.334, H57 1.181
44 Cl 11.277 0.500 6.784  no bonds
45 H 12.222 2.542 8.717  C56 1.026
46 H 11.926 3.506 10.489  C56 1.207
47 C 11.523 4.112 6.249  H23 1.104, C32 1.342, C38 1.389
48 H 5.167 -1.479 1.739  O35 0.935
49 C 8.953 -1.718 4.053  O20 1.340, C28 1.479, C59 1.458
50 H 13.063 3.673 9.300  C56 0.992
51 H 6.975 -2.575 1.384  C33 1.002
52 H 16.737 -1.851 6.410  C15 1.134
53 C 14.746 0.772 11.670  N3 1.410, C6 1.399, H36 1.088
54 C 11.208 6.594 7.560  H41 1.007, C42 1.400, C62 1.506
55 H 9.184 -3.068 2.423  C59 1.029
56 C 12.523 2.908 9.627  N31 1.435, H45 1.026, H46 1.207, H50 0.992
57 H 12.769 0.139 9.058  C43 1.181
58 C 13.937 -4.508 7.153  H22 1.215, C34 1.414, C40 1.417
59 C 8.502 -2.440 2.869  C33 1.526, C49 1.458, H55 1.029
60 H 14.143 2.977 12.020  C6 1.145
61 H 9.643 5.570 8.596  C62 1.071
62 C 10.273 5.428 7.742  C32 1.434, C54 1.506, H61 1.071

As for the largest force on an atom: 12.11 eV/A. Its energy above the lowest of the compared OMol25 structures with the same formula, charge and spin is 43.2 kcal/mol. As for the energy: -53137.3972 eV. For the LUMO energy, the calculation gives -0.1829 eV. The value obtained for the HOMO energy is -7.2 eV. Its HOMO-LUMO gap is 7.01 eV.